w) Computed, not measured: C2H2N2OS in the gas phase, with ωB97M-V with the def2-TZVPD basis set.

Last columns: bonded neighbours and bond lengths (Å).
Geometry (Å):
1 C -0.203 1.043 -0.249  C2 1.324, N3 1.336, H7 0.998
2 C 0.332 -0.043 -0.784  C1 1.324, N4 1.195
3 N -0.499 1.098 1.053  C1 1.336, S6 1.521
4 N 1.072 -0.881 -1.207  C2 1.195, H8 0.991
5 O -0.345 -1.321 1.466  S6 1.483
6 S -0.512 0.004 2.109  N3 1.521, O5 1.483
7 H -0.435 1.789 -0.871  C1 0.998
8 H 0.589 -1.689 -1.517  N4 0.991

## Properties
**Gap between HOMO and LUMO (spin up / spin down)**: 8.11 / 8.11 eV
**HOMO energy (spin up / spin down)**: -8.77 / -8.77 eV
**Net charge**: 0
**LUMO (spin up / spin down)**: -0.0241 / -0.0241 Ha

Atom charges from the Mulliken analysis, given in e for atoms 1 to 4:
1 C -0.32
2 C 0.42
3 N -0.33
4 N -0.40



x) Computed, not measured: a 2-piece molecular cluster, C2H2N2OS overall, with ωB97M-V with the def2-TZVPD basis set.

Last columns: bonded neighbours and bond lengths (Å).
Geometry (Å):
1 C -0.214 -1.069 -0.306  C2 1.294, S6 1.561
2 C 0.168 -1.411 0.882  C1 1.294, H7 1.073, H8 1.077
3 N -0.086 1.358 0.236  N4 1.107
4 N 0.022 2.164 -0.515  N3 1.107, O5 1.150
5 O 0.135 3.004 -1.293  N4 1.150
6 S -0.707 -0.903 -1.777  C1 1.561
7 H 0.332 -0.694 1.663  C2 1.073
8 H 0.350 -2.448 1.109  C2 1.077

## Properties
**SMILES**: N#[N+][O-].C=C=S
**Gap between HOMO and LUMO**: 8.42 eV
**HOMO energy**: -8.65 eV
**Net charge**: 0
**LUMO**: -0.0087 Ha

Atom charges from the Mulliken analysis, given in e for atoms 1 to 4:
1 C 0.28
2 C -0.46
3 N -0.33
4 N 0.81



The structure shown above that is least stable: x).